Entry 1:
{"formula": "C26H72F6N6O12S2", "method": "wB97M-V/def2-TZVPD", "fmax_ev_per_a": 5.5, "total_charge": 4, "relative_energy_kcal_mol": 131.0, "orbital_gap_ha": 0.1776, "spin_multiplicity": 1, "homo_energy_ha": -0.49912, "elements": ["C", "C", "C", "O", "C", "N", "H", "H", "H", "H", "H", "H", "H", "H", "H", "H", "H", "H", "C", "C", "C", "O", "C", "N", "H", "H", "H", "H", "H", "H", "H", "H", "H", "H", "H", "H", "C", "C", "C", "O", "C", "N", "H", "H", "H", "H", "H", "H", "H", "H", "H", "H", "H", "H", "C", "C", "C", "O", "C", "N", "H", "H", "H", "H", "H", "H", "H", "H", "H", "H", "H", "H", "C", "C", "C", "O", "C", "N", "H", "H", "H", "H", "H", "H", "H", "H", "H", "H", "H", "H", "C", "C", "C", "O", "C", "N", "H", "H", "H", "H", "H", "H", "H", "H", "H", "H", "H", "H", "C", "F", "F", "F", "S", "O", "O", "O", "C", "F", "F", "F", "S", "O", "O", "O"], "coordinates": [[-3.875, 2.402, 0.570], [-5.167, 1.753, -0.004], [-4.983, 0.315, -0.406], [-6.204, -0.338, -0.572], [-6.308, -1.376, -1.482], [-6.193, 1.800, 1.171], [-6.398, 2.691, 1.600], [-7.058, 1.369, 0.879], [-5.933, 1.176, 1.922], [-3.512, 2.068, 1.541], [-4.024, 3.482, 0.578], [-2.967, 2.375, -0.032], [-5.615, 2.240, -0.870], [-4.515, -0.127, 0.474], [-4.192, 0.202, -1.147], [-5.563, -2.168, -1.405], [-6.061, -1.036, -2.487], [-7.366, -1.635, -1.456], [6.496, -4.490, -0.684], [6.187, -2.970, -0.963], [4.650, -2.617, -0.870], [4.181, -2.964, 0.389], [2.881, -2.607, 0.613], [6.885, -2.238, 0.138], [7.804, -2.642, 0.252], [6.983, -1.263, -0.106], [6.429, -2.253, 1.040], [5.830, -5.069, -1.324], [6.207, -4.735, 0.338], [7.479, -4.901, -0.914], [6.592, -2.644, -1.921], [4.053, -3.220, -1.553], [4.401, -1.591, -1.142], [2.766, -3.058, 1.598], [2.088, -2.951, -0.050], [2.652, -1.544, 0.700], [-0.106, -2.058, 4.203], [-1.297, -1.265, 4.619], [-1.077, 0.270, 4.414], [-2.308, 0.812, 4.929], [-2.521, 2.218, 4.781], [-2.588, -1.717, 3.820], [-2.841, -2.677, 4.007], [-3.418, -1.274, 4.188], [-2.632, -1.433, 2.852], [0.203, -1.912, 3.168], [-0.266, -3.135, 4.263], [0.668, -1.782, 4.919], [-1.615, -1.371, 5.656], [-0.985, 0.414, 3.337], [-0.231, 0.706, 4.945], [-3.591, 2.398, 4.883], [-2.200, 2.617, 3.820], [-1.998, 2.739, 5.583], [0.127, 3.056, -4.694], [0.171, 2.014, -3.597], [1.515, 1.922, -2.934], [1.438, 0.758, -2.025], [2.531, 0.760, -1.136], [-0.903, 2.157, -2.509], [-1.786, 2.107, -2.997], [-1.055, 1.356, -1.912], [-0.717, 3.069, -2.118], [-0.815, 3.157, -5.232], [0.842, 2.806, -5.477], [0.384, 4.053, -4.336], [-0.159, 1.072, -4.036], [1.677, 2.820, -2.338], [2.462, 1.799, -3.459], [2.246, -0.027, -0.436], [2.607, 1.730, -0.645], [3.491, 0.524, -1.595], [1.883, -2.385, -3.899], [2.098, -1.437, -5.022], [3.510, -0.779, -4.933], [4.629, -1.701, -5.256], [5.813, -1.080, -5.391], [1.955, -2.234, -6.317], [0.988, -2.478, -6.477], [2.150, -1.598, -7.076], [2.615, -2.998, -6.357], [1.982, -1.865, -2.946], [2.660, -3.135, -3.748], [0.880, -2.792, -4.027], [1.319, -0.675, -5.008], [3.649, -0.254, -3.988], [3.373, 0.010, -5.673], [5.920, -0.532, -4.456], [5.744, -0.306, -6.155], [6.742, -1.642, -5.487], [-2.486, 7.081, 1.884], [-1.807, 6.112, 2.893], [-1.026, 5.007, 2.185], [-0.305, 4.210, 3.035], [0.198, 3.076, 2.359], [-0.979, 6.940, 3.854], [-0.145, 7.381, 3.495], [-1.431, 7.707, 4.330], [-0.538, 6.376, 4.567], [-3.245, 6.461, 1.408], [-1.792, 7.429, 1.119], [-2.992, 7.904, 2.389], [-2.515, 5.705, 3.615], [-0.242, 5.482, 1.596], [-1.673, 4.369, 1.584], [0.585, 3.256, 1.356], [-0.536, 2.335, 2.043], [0.903, 2.492, 2.951], [-1.133, -6.336, 2.473], [-1.450, -5.681, 1.392], [-1.169, -7.687, 2.254], [0.090, -5.896, 2.685], [-2.395, -6.015, 3.852], [-3.702, -6.507, 3.395], [-1.850, -6.679, 5.073], [-2.356, -4.580, 4.031], [-0.663, -2.377, -0.449], [-0.432, -3.056, 0.690], [0.393, -2.296, -1.274], [-1.679, -2.913, -1.045], [-1.235, -0.660, 0.219], [-0.107, -0.027, 0.868], [-1.683, 0.046, -1.004], [-2.389, -0.895, 1.070]], "mulliken_charge": [-1.043, 0.231, -0.307, -0.422, -0.770, -0.284, 0.344, 0.399, 0.317, 0.250, 0.591, 0.030, 0.359, 0.044, 0.361, 0.295, 0.340, 0.310, -1.343, -0.125, 0.127, -0.399, -0.747, -0.225, 0.367, 0.343, 0.340, 0.358, 0.394, 0.436, 0.371, 0.308, -0.081, 0.428, 0.268, 0.225, -1.268, 0.014, 0.244, -0.416, -0.492, 0.416, 0.440, 0.546, -0.037, 0.031, 0.415, 0.497, 0.459, -0.497, 0.568, 0.380, -0.066, 0.334, -1.745, 0.082, -1.003, 0.412, -0.567, 0.225, 0.548, 0.099, 0.426, 0.438, 0.403, 0.388, 0.412, 0.524, 0.536, -0.389, 0.469, 0.154, -1.211, 0.234, -0.735, -0.393, -0.740, -0.091, 0.358, 0.360, 0.354, -0.001, 0.366, 0.483, 0.215, 0.315, 0.578, 0.256, 0.348, 0.322, -1.291, 0.054, -0.175, -0.464, -0.541, -0.290, 0.357, 0.380, 0.330, 0.290, 0.383, 0.460, 0.245, 0.502, 0.015, 0.404, -0.041, 0.408, 0.607, -0.209, -0.227, -0.219, 0.972, -0.640, -0.662, -0.751, 0.110, -0.118, -0.053, -0.175, 1.106, -0.715, -1.203, -0.930]}

Entry 2:
{"formula": "C36H35CuF3N3O2Sb", "method": "wB97M-V/def2-TZVPD", "fmax_ev_per_a": 2.5, "total_charge": 0, "s2": 0.7533, "orbital_gap_ha": 0.1130, "spin_multiplicity": 2, "homo_energy_ha": -0.21031, "elements": ["Cu", "C", "C", "C", "C", "C", "C", "C", "C", "C", "C", "N", "C", "C", "C", "C", "C", "N", "H", "H", "H", "H", "H", "H", "H", "H", "H", "H", "H", "H", "H", "H", "H", "H", "H", "N", "C", "C", "C", "O", "O", "H", "H", "H", "H", "H", "H", "F", "C", "C", "C", "C", "C", "C", "Sb", "C", "C", "C", "C", "F", "C", "C", "C", "C", "C", "C", "F", "C", "C", "H", "H", "H", "H", "H", "H", "H", "H", "H", "H", "H", "H"], "coordinates": [[-0.559, 2.647, 0.663], [0.218, -0.780, -2.830], [0.163, 0.698, -2.354], [1.551, 1.291, -2.130], [2.436, 1.403, -3.215], [3.563, 2.187, -3.137], [3.942, 2.707, -1.931], [3.216, 2.490, -0.737], [3.544, 3.268, 0.544], [5.006, 3.243, 0.950], [1.986, 1.777, -0.873], [1.159, 1.567, 0.261], [1.556, 0.905, 1.304], [0.770, 1.038, 2.490], [1.003, 0.742, 3.879], [-0.131, 1.240, 4.586], [-0.964, 1.840, 3.625], [-0.473, 1.693, 2.387], [-1.776, -1.105, -2.154], [0.645, -1.371, -1.991], [0.894, -0.920, -3.669], [-0.410, 0.821, -1.409], [-0.390, 1.264, -3.107], [2.282, 0.846, -4.108], [4.160, 2.439, -4.007], [4.856, 3.358, -1.833], [2.970, 2.815, 1.343], [3.202, 4.297, 0.486], [5.493, 2.254, 0.782], [5.098, 3.395, 2.044], [5.656, 3.991, 0.465], [2.531, 0.439, 1.411], [1.895, 0.273, 4.250], [-0.281, 1.135, 5.649], [-1.919, 2.332, 3.784], [-2.517, 3.109, 0.671], [-2.801, 4.517, 0.304], [-2.471, 4.828, -1.142], [-0.969, 4.784, -1.474], [-0.423, 5.538, -2.295], [-0.272, 3.826, -0.853], [-2.956, 2.493, -0.028], [-2.945, 2.874, 1.607], [-2.333, 5.190, 0.997], [-3.887, 4.698, 0.350], [-2.857, 5.821, -1.392], [-2.958, 4.123, -1.812], [4.777, -4.761, 2.414], [3.626, -4.118, 2.043], [2.907, -4.629, 0.965], [1.616, -4.079, 0.802], [1.112, -3.070, 1.619], [1.883, -2.648, 2.683], [3.206, -3.065, 2.861], [-0.797, -2.130, 0.956], [-1.180, -1.374, -3.074], [-1.055, -2.868, -3.138], [-1.759, -3.629, -4.097], [-2.514, -2.996, -5.106], [-3.244, -3.754, -5.948], [-2.634, -1.575, -5.109], [-1.927, -0.796, -4.259], [-2.421, -2.996, 2.004], [-3.189, -4.014, 1.397], [-4.367, -4.519, 1.949], [-4.772, -3.951, 3.158], [-5.920, -4.382, 3.755], [-4.006, -3.000, 3.834], [-2.835, -2.519, 3.229], [3.278, -5.376, 0.298], [1.035, -4.415, -0.050], [1.450, -1.846, 3.280], [3.877, -2.606, 3.587], [-0.468, -3.320, -2.339], [-1.621, -4.715, -4.192], [-3.232, -1.101, -5.901], [-2.003, 0.279, -4.354], [-2.857, -4.455, 0.449], [-4.929, -5.279, 1.402], [-4.253, -2.548, 4.764], [-2.289, -1.763, 3.767]], "mulliken_spin": [0.644, -0.001, 0.005, 0.014, -0.009, 0.009, -0.006, 0.022, -0.001, 0.000, -0.011, 0.072, 0.016, 0.000, -0.004, 0.007, 0.002, 0.084, 0.000, 0.000, 0.000, -0.008, 0.002, 0.000, 0.001, 0.000, -0.003, 0.001, 0.000, 0.000, 0.000, 0.001, 0.000, 0.002, 0.002, 0.088, -0.007, -0.004, -0.002, 0.006, 0.088, -0.005, -0.006, 0.001, 0.004, 0.001, -0.001, 0.000, 0.000, 0.000, 0.000, 0.000, 0.000, 0.000, -0.003, 0.000, 0.000, 0.000, 0.000, 0.000, 0.000, 0.000, 0.000, 0.000, 0.000, 0.000, 0.000, 0.000, 0.000, 0.000, 0.000, 0.000, 0.000, 0.000, 0.000, 0.000, 0.000, 0.000, 0.000, 0.000, 0.000]}

Entry 3:
{"formula": "C2H3N3O", "method": "wB97M-V/def2-TZVPD", "fmax_ev_per_a": 0.5, "total_charge": 0, "relative_energy_kcal_mol": 29.9, "orbital_gap_ha": 0.3718, "spin_multiplicity": 1, "homo_energy_ha": -0.33796, "elements": ["O", "C", "C", "N", "N", "N", "H", "H", "H"], "coordinates": [[2.048, 0.348, -0.195], [0.740, 0.065, -0.050], [-0.382, 0.853, 0.071], [-1.378, -0.088, 0.157], [-0.910, -1.323, 0.084], [0.377, -1.239, -0.028], [2.454, -0.534, -0.271], [-0.566, 1.918, 0.139], [-2.382, -0.001, 0.094]], "mulliken_charge": [-0.516, 0.525, -0.466, 0.249, -0.584, -0.232, 0.384, 0.399, 0.241]}